[1]
Br5Hf | ωB97M-V/def2-TZVPD

HOMO level: -4.582 eV
2S+1: 1
Orbital gap: 7.792 eV
Net charge: -1

Last column: Löwdin charge in e.
Atoms and positions in Å:
Hf  -0.16555  0.06854  0.10661  -1.3314
Br  -0.70367  -1.70579  1.22173  0.0551
Br  -1.45553  0.15944  -1.60586  0.0869
Br  0.57812  0.63447  2.04023  0.0630
Br  1.29011  -1.12746  -1.03808  0.0975
Br  0.45652  1.97080  -0.72465  0.0289

[2]
Br6OSi2 | ωB97M-V/def2-TZVPD

HOMO level: -10.621 eV
2S+1: 1
Orbital gap: 10.585 eV

Last column: natural (NBO) charge in e.
Atoms and positions in Å:
O  0.01236  0.07910  0.64564  -1.3029
Si  1.54767  0.08625  0.09025  1.4168
Si  -1.66111  -0.02097  0.06730  1.3344
Br  2.05382  1.72572  -1.23062  -0.2427
Br  2.75440  0.10809  1.86358  -0.2408
Br  1.83646  -1.86962  -1.04581  -0.3028
Br  -2.29768  -1.95114  0.64718  -0.2043
Br  -2.57338  1.59835  1.11319  -0.2132
Br  -1.67253  0.24422  -2.15072  -0.2445

[3]
BrCl3P2 | ωB97M-V/def2-TZVPD

HOMO level: -9.195 eV
2S+1: 1
Orbital gap: 8.047 eV

Last column: natural (NBO) charge in e.
Atoms and positions in Å:
P  0.60704  0.65257  -0.69760  0.5669
P  -0.66253  -0.64100  0.82790  0.5117
Cl  2.37558  -0.35941  -0.26745  -0.3275
Cl  1.00004  2.23097  0.27798  -0.2142
Cl  -0.69924  -2.42488  0.15200  -0.2013
Br  -2.62088  0.54175  -0.29283  -0.3356

[4]
BrClFHSi | ωB97M-V/def2-TZVPD

HOMO level: -10.301 eV
2S+1: 1
Orbital gap: 10.370 eV

Last column: natural (NBO) charge in e.
Atoms and positions in Å:
F  0.74685  1.38760  0.03325  -0.6502
Si  0.03655  -0.02757  -0.33752  1.5583
Cl  1.30548  -1.56512  -0.37544  -0.3078
Br  -1.12772  -0.30719  1.88269  -0.4346
H  -0.96116  0.51228  -1.20298  -0.1657

[5]
BrClFHSi | ωB97M-V/def2-TZVPD

HOMO level: -10.327 eV
2S+1: 1
Orbital gap: 9.254 eV

Last column: natural (NBO) charge in e.
Atoms and positions in Å:
F  0.50256  -2.30619  -0.89124  -0.6981
Si  0.52176  -0.70460  -0.55318  1.1199
Cl  -2.26284  2.18140  1.23199  -0.2926
Br  2.70499  -0.34006  -0.54543  -0.4052
H  -1.46647  1.16945  0.75786  0.2761

[6]
BrClFN | ωB97M-V/def2-TZVPD

HOMO level (alpha / beta): -10.542 / -11.187 eV
2S+1: 1
Orbital gap (alpha / beta): 7.266 / 9.602 eV

Last column: natural (NBO) charge in e.
Atoms and positions in Å:
N  0.39035  -0.08816  0.35123  -0.0146
F  1.00698  -1.11852  -0.35105  -0.2351
Cl  1.17842  1.20348  -0.07537  0.2808
Br  -2.57576  0.00320  0.07518  -0.0311

[7]
BrClFN2O | ωB97M-V/def2-TZVPD

HOMO level (alpha / beta): -4.714 / -4.713 eV
2S+1: 1
Orbital gap (alpha / beta): 8.216 / 8.215 eV
Net charge: -1

Last column: natural (NBO) charge in e.
Atoms and positions in Å:
N  1.63419  0.32346  0.68477  0.0047
N  1.90427  -0.69576  0.08929  0.3560
O  2.21196  -1.72700  -0.60441  -0.3658
F  -2.03227  2.77929  -0.39683  -0.7426
Cl  -1.72767  0.75410  0.11616  -0.0093
Br  -1.99048  -1.43409  0.11101  -0.2430

[8]
BrClINOS | ωB97M-V/def2-TZVPD

HOMO level (alpha / beta): -8.521 / -9.476 eV
2S+1: 3
Orbital gap (alpha / beta): 6.626 / 6.320 eV

Last column: natural (NBO) charge in e.
Atoms and positions in Å:
N  -0.15633  -1.01362  0.31847  -0.6606
O  -0.72605  1.90796  -0.36895  -0.7963
S  -1.26228  -0.40343  -0.54352  0.6550
Cl  1.50322  -0.73740  0.22078  0.1941
Br  -0.39043  -1.27795  2.60121  -0.1599
I  0.70831  2.63486  0.51341  0.7677

[9]
BrClNO | ωB97M-V/def2-TZVPD

HOMO level (alpha / beta): -4.503 / -4.220 eV
2S+1: 1
Orbital gap (alpha / beta): 7.649 / 7.807 eV
Net charge: -1

Last column: natural (NBO) charge in e.
Atoms and positions in Å:
N  -0.29763  -0.04358  -0.31559  -0.0693
O  0.58578  1.07192  0.17864  -0.5036
Cl  0.56323  -1.59301  -0.74741  -0.0585
Br  -1.46405  -0.61891  1.62923  -0.3686

[10]
BrFe | ωB97M-V/def2-TZVPD

HOMO level (alpha / beta): -10.715 / -19.648 eV
2S+1: 9
Orbital gap (alpha / beta): 5.144 / 6.947 eV
Net charge: +1

Last column: natural (NBO) charge in e.
Atoms and positions in Å:
Fe  0.70150  -0.79322  0.05220  0.6559
Br  -0.70150  0.79322  -0.05220  0.3441

[11]
BrH2NOS | ωB97M-V/def2-TZVPD

HOMO level: -10.203 eV
2S+1: 1
Orbital gap: 9.605 eV

Last column: natural (NBO) charge in e.
Atoms and positions in Å:
N  -0.47424  0.29872  -0.80928  -1.0629
O  1.02205  0.92833  0.93525  -0.9030
S  0.96438  -0.10352  -0.07343  1.4327
Br  0.47781  -1.95983  1.21217  -0.2861
H  -0.81053  1.23502  -0.52746  0.4158
H  -1.17948  -0.39872  -0.73725  0.4036

[12]
BrH2OP | ωB97M-V/def2-TZVPD

HOMO level: -9.955 eV
2S+1: 1
Orbital gap: 10.267 eV

Last column: natural (NBO) charge in e.
Atoms and positions in Å:
O  1.19961  0.45734  -0.49435  -0.9766
P  -0.11990  -0.93187  -0.27379  0.7891
Br  -1.96139  0.02140  0.05164  -0.1996
H  0.87857  1.33871  -0.32899  0.4749
H  0.00311  -0.88557  1.04549  -0.0879

[13]
BrH2OPS | ωB97M-V/def2-TZVPD

HOMO level: -10.340 eV
2S+1: 1
Orbital gap: 9.229 eV

Last column: natural (NBO) charge in e.
Atoms and positions in Å:
O  0.33857  -0.71964  1.12945  -1.0426
P  -0.47362  -1.12363  0.00106  1.2602
S  -1.86950  0.48082  -0.04195  -0.3798
Br  3.30927  0.23405  0.39654  -0.2218
H  2.16024  -0.04969  1.02144  0.2105
H  -2.88459  0.07097  -1.00611  0.1735

[14]
BrH2P | ωB97M-V/def2-TZVPD

HOMO level (alpha / beta): -8.679 / -10.104 eV
2S+1: 1
Orbital gap (alpha / beta): 8.532 / 8.706 eV

Last column: natural (NBO) charge in e.
Atoms and positions in Å:
P  -0.85143  0.06974  -0.13823  0.2429
Br  -0.42599  1.36993  1.54646  -0.1962
H  -0.03003  0.85827  -1.11151  -0.0452
H  1.30746  -2.29794  -0.29672  -0.0015

[15]
BrH3NOP | ωB97M-V/def2-TZVPD

HOMO level: -9.160 eV
2S+1: 1
Orbital gap: 9.875 eV

Last column: natural (NBO) charge in e.
Atoms and positions in Å:
N  0.77043  -0.85707  -0.48110  -1.1486
O  -0.12549  0.95419  0.90383  -1.0121
P  -0.76845  -0.21238  -0.03227  1.1545
Br  -1.36324  1.01380  -1.78427  -0.2917
H  0.67364  -1.82998  -0.39618  0.3886
H  1.35189  -0.32028  0.12983  0.4021
H  -0.53878  1.25171  1.66016  0.5072

[16]
BrH3NP | ωB97M-V/def2-TZVPD

HOMO level (alpha / beta): -8.668 / -8.650 eV
2S+1: 1
Orbital gap (alpha / beta): 6.647 / 6.637 eV

Last column: natural (NBO) charge in e.
Atoms and positions in Å:
N  1.51496  0.00036  0.49671  -0.8854
P  -0.92215  -0.92220  -0.76837  0.5099
Br  -2.55096  0.18365  0.24339  -0.1988
H  1.25595  -0.23334  1.40588  0.3201
H  1.69278  0.98012  0.38914  0.3276
H  -0.99058  -0.00859  -1.76675  -0.0735

[17]
BrH4N2P | ωB97M-V/def2-TZVPD

HOMO level: -8.983 eV
2S+1: 1
Orbital gap: 9.435 eV

Last column: natural (NBO) charge in e.
Atoms and positions in Å:
N  1.27459  0.25618  -0.30075  -1.2394
N  -1.01102  -0.86722  -0.33068  -1.2080
P  0.31697  -0.68786  0.56536  1.3341
Br  -0.49031  1.32320  2.10139  -0.5878
H  0.85055  1.19091  -0.59803  0.4138
H  2.31461  0.44514  -0.32965  0.4464
H  -1.81658  -1.42133  0.00034  0.4251
H  -1.43881  -0.23902  -1.10797  0.4157

[18]
BrH7Si3 | ωB97M-V/def2-TZVPD

HOMO level (alpha / beta): -4.997 / -10.097 eV
2S+1: 3
Orbital gap (alpha / beta): 5.204 / 6.646 eV

Last column: natural (NBO) charge in e.
Atoms and positions in Å:
Si  -0.30563  -2.10207  -0.04117  0.2603
Si  -0.50426  2.17673  -0.29058  0.4483
Si  0.69095  -0.09724  0.65616  0.4488
Br  2.79094  -0.06286  0.04632  -0.2519
H  0.60971  -3.33479  0.22097  -0.1157
H  -1.80464  -2.59231  0.28955  -0.0846
H  -0.00512  -1.59076  -1.61454  -0.1264
H  -1.85609  1.77582  -0.59289  -0.1574
H  0.23247  2.49502  -1.60464  -0.1188
H  -0.51268  3.15042  0.82210  -0.1407
H  0.66435  0.18205  2.10873  -0.1620

[19]
BrH8O4 | ωB97M-V/def2-TZVPD

HOMO level: -5.329 eV
2S+1: 1
Orbital gap: 9.009 eV
Net charge: -1

Last column: natural (NBO) charge in e.
Atoms and positions in Å:
Br  0.53869  -0.00492  0.28108  -0.8963
O  1.63269  -2.90092  -0.58092  -0.9745
H  1.29969  -2.63992  -1.49392  0.4497
H  1.23669  -2.07792  -0.23492  0.4881
O  -2.83831  0.74608  -1.25892  -0.9515
H  -3.12831  1.75008  -1.08792  0.4562
H  -2.13031  0.64008  -0.63392  0.4907
O  0.12669  2.69208  -1.84192  -0.9737
H  0.89569  3.23208  -1.55992  0.4521
H  0.15769  1.99508  -1.12592  0.5004
O  1.11669  -1.07292  3.34308  -0.9832
H  0.65769  -0.81592  2.43508  0.4992
H  0.43469  -1.54292  3.75908  0.4429

[20]
BrHg2O2V | ωB97M-V/def2-TZVPD

HOMO level: -25.913 eV
2S+1: 1
Orbital gap: 5.039 eV
Net charge: +4

Last column: Löwdin charge in e.
Atoms and positions in Å:
Hg  2.12329  2.70850  0.41671  1.3863
Hg  -1.77238  3.22539  1.73323  1.3703
O  0.47868  -3.57044  -1.52244  -0.0921
V  -0.44665  -2.70312  -0.45168  1.4090
O  0.05562  -1.28604  0.01079  -0.3751
Br  -0.43855  1.62572  -0.18660  0.3015